This record from the OMol25 dataset describes an isolated ion of composition C5H12FIN and charge +1. The level of theory is ωB97M-V/def2-TZVPD.

Calculated values
- HOMO: -13.3 eV
- Energy above the lowest of the compared OMol25 structures with the same formula, charge and spin: 0.0 kJ/mol
- Kohn-Sham gap: 9.81 eV
- Total charge: +1
- DFT total energy: -17680.4148 eV
- Structure (SMILES): CC(C)([NH3+])[C@@](C)(F)I
- 2S+1: 1

Geometry as XYZ:
```
20
Properties=species:S:1:pos:R:3:forces:R:3:mulliken_charge:R:1
C -0.60716 -0.46016 -1.32910 -2.8624 3.8506 -0.2675 -1.723
C -0.00036 -0.46091 0.02726 -0.0342 1.3546 -0.4060 1.086
C 0.50501 -1.76040 0.40012 1.6916 -3.6133 1.5757 -1.516
N -1.11631 -0.17127 1.13537 0.1822 0.1605 -2.0688 -0.315
C 0.98223 0.71844 0.14579 0.6810 -1.1379 -0.7238 0.233
C 0.34670 2.01681 -0.13658 0.6015 1.0770 -2.7462 -1.144
F 1.41120 0.70119 1.43120 0.3687 0.1090 1.2811 -0.345
I 2.75092 0.42219 -1.11408 -0.5277 -0.0813 0.3203 0.176
H -0.42269 -1.20568 -1.96055 1.4038 -3.7372 -1.8462 0.487
H -1.70238 -0.46238 -1.32603 -0.1794 -0.1155 0.4620 0.378
H -0.44478 0.39720 -2.02640 0.4146 -0.0803 1.1688 0.349
H 1.07496 -1.71614 1.41217 -0.9030 -0.2921 -1.7502 0.338
H 1.14181 -2.29264 -0.37970 -0.5512 1.1813 1.0080 0.393
H -0.36372 -2.46916 0.49814 0.7620 0.5197 0.1175 0.451
H -1.76999 0.46960 0.70940 -0.0936 0.8959 0.3566 0.355
H -0.69549 0.15586 1.98791 0.1424 0.3541 0.5953 0.341
H -1.70007 -0.97309 1.28973 0.0938 -0.9855 0.3491 0.371
H 0.82616 2.77224 0.43032 0.1227 0.7319 0.9136 0.412
H 0.48167 2.38757 -1.20342 -0.2020 -0.7906 1.2334 0.373
H -0.69772 1.93074 0.00845 -1.1107 0.5992 0.4274 0.301
```
Positions in Å, forces in eV/Å.

---

This record from the OMol25 dataset describes a 2-piece molecular cluster, C5H12IN2 overall. The level of theory is ωB97M-V/def2-TZVPD.

Calculated values
- HOMO: -13.4 eV
- Energy above the lowest of the compared OMol25 structures with the same formula, charge and spin: 263.0 kJ/mol
- Kohn-Sham gap: 8.68 eV
- Total charge: +1
- DFT total energy: -16451.4335 eV
- 2S+1: 1

Geometry as XYZ:
```
20
Properties=species:S:1:pos:R:3:forces:R:3:mulliken_charge:R:1
C -0.25974 0.18517 -0.58030 3.0501 -0.4154 -0.2735 0.286
C 1.77139 2.19456 0.90514 1.1326 -1.9099 1.1058 -1.014
C -1.72156 -1.70247 -0.99925 0.5143 -0.6958 1.0074 -1.301
C -1.15407 -0.97025 1.30262 0.0444 -0.7373 1.1267 -1.067
C 1.64040 0.71508 0.57456 -1.9453 0.0584 -0.7699 -0.476
N -0.86311 -0.90430 -0.11303 -0.2748 2.0340 -1.7933 0.149
N -0.14666 0.53801 -1.89374 -0.9546 -1.2784 3.1518 -0.316
I 3.13098 -0.14745 -0.60509 -0.2997 0.1299 0.0119 0.264
H 1.71836 2.92045 0.14986 -0.6581 0.6468 -1.3067 0.343
H 2.79078 2.33979 1.27802 0.2840 -0.3516 -0.0907 0.414
H 1.21384 2.40886 1.78539 -1.0810 0.4244 0.3417 0.328
H -2.52709 -1.13173 -1.37293 -0.9728 0.7241 -0.4251 0.429
H -1.21045 -2.19682 -1.80087 0.6904 0.0508 -0.4655 0.413
H -2.10285 -2.49365 -0.37863 -0.3667 -0.3392 0.0985 0.476
H -0.51457 -1.75155 1.75138 -0.3226 0.3353 0.0322 0.333
H -0.94957 0.00133 1.76352 -0.1459 -0.3424 -0.0201 0.401
H -2.21273 -1.26555 1.48019 0.7244 0.4117 -0.2184 0.427
H 1.38550 0.04001 1.40583 0.1224 0.5185 -0.4483 0.446
H 0.54290 1.24181 -2.01115 0.3450 0.4579 -0.8730 0.259
H -0.53176 -0.02129 -2.64152 0.1141 0.2782 -0.1914 0.207
```
Positions in Å, forces in eV/Å.

---

This record from the OMol25 dataset describes an isolated ion of composition C5H12IN2 and charge +1. The level of theory is ωB97M-V/def2-TZVPD.

Calculated values
- HOMO: -13.4 eV
- Energy above the lowest of the compared OMol25 structures with the same formula, charge and spin: 110.5 kJ/mol
- Kohn-Sham gap: 9.46 eV
- Total charge: +1
- DFT total energy: -16453.0148 eV
- Structure (SMILES): C[C@H](I)C(=[NH2+])N(C)C
- 2S+1: 1

Geometry as XYZ:
```
20
Properties=species:S:1:pos:R:3:forces:R:3:mulliken_charge:R:1
C 2.03804 0.91143 -1.36174 0.3683 3.4081 -1.6607 -1.207
C 0.52862 0.73894 -1.30136 -1.9144 -1.3631 2.1320 -0.330
I -0.81025 2.55618 -1.58738 1.1401 -1.2071 -0.1356 0.220
C 0.16291 0.37343 0.27479 -1.1449 -0.2263 -3.3152 0.592
N 0.98909 0.86754 1.16455 0.2253 1.2073 1.4959 -0.363
N -0.89803 -0.39564 0.47544 0.3882 -1.3695 -1.0494 0.053
C -1.37289 -1.03284 1.72662 1.0310 1.7218 1.3150 -1.053
C -1.89259 -0.73743 -0.61558 0.9199 0.3743 -0.2180 -0.979
H 2.24140 2.02244 -0.94355 0.0799 -2.5519 -1.0505 0.308
H 2.59179 0.80427 -2.38807 -1.5388 0.3296 1.8419 0.298
H 2.41394 0.18487 -0.69683 0.9532 -0.7487 0.6665 0.440
H 0.08884 -0.16659 -1.83969 0.8908 1.7743 0.2293 0.402
H 1.57988 1.64720 0.82841 -0.3757 -0.9417 0.3531 0.214
H 0.73710 0.96328 2.15768 0.1200 -0.3869 -0.7365 0.273
H -0.61605 -1.09031 2.55983 -0.4532 -0.0469 -1.1858 0.318
H -2.09458 -0.28928 2.03774 -0.7256 -0.3971 0.6965 0.483
H -1.83527 -2.00081 1.55051 0.2787 0.1597 -0.1095 0.305
H -2.48790 -1.57722 -0.29847 -0.2169 0.0583 0.3016 0.299
H -2.48248 0.13893 -0.82627 -0.4505 0.2094 0.1582 0.361
H -1.47681 -1.03997 -1.57613 0.4246 -0.0035 0.2710 0.367
```
Positions in Å, forces in eV/Å.

---

This record from the OMol25 dataset describes an isolated ion of composition C5H12IN2 and charge +1. The level of theory is ωB97M-V/def2-TZVPD.

Calculated values
- HOMO: -13.4 eV
- Energy above the lowest of the compared OMol25 structures with the same formula, charge and spin: 341.1 kJ/mol
- Kohn-Sham gap: 8.66 eV
- Total charge: +1
- DFT total energy: -16450.6241 eV
- Structure (SMILES): CC(C)(C)C(=[NH2+])NI
- 2S+1: 1

Geometry as XYZ:
```
20
Properties=species:S:1:pos:R:3:forces:R:3:mulliken_charge:R:1
C 1.03277 -0.05746 1.41957 3.3333 1.0656 -3.3618 -1.589
C 0.47797 0.11633 -0.04509 -0.2963 -0.2919 0.6051 1.293
C 1.38533 -0.72546 -0.97389 -1.1592 -0.1069 -1.7468 -1.318
C 0.36765 1.59619 -0.42129 -1.2808 -0.0610 2.3462 -1.763
C -0.89165 -0.45067 -0.03681 -3.8982 3.1063 -0.8746 0.517
N -1.26872 -1.67050 -0.19482 2.5820 0.3513 -0.6324 -0.193
N -2.18860 0.78271 -0.16272 3.8287 -4.0261 0.4588 -0.576
I -4.00879 0.06042 0.31878 -0.3467 -0.0658 0.2159 0.222
H 0.53329 0.47330 2.08870 -2.5720 2.5473 2.8851 0.519
H 0.93771 -1.04102 1.68930 0.3695 -2.5907 0.7160 0.461
H 2.12169 0.35997 1.50655 -1.8765 -1.1258 -0.5395 0.371
H 1.33309 -0.19923 -2.00274 -0.2621 -1.7222 1.1712 0.338
H 1.18850 -1.90184 -0.92565 0.5976 2.7218 -0.4232 0.346
H 2.38600 -0.52658 -0.69108 1.0720 -0.2283 0.5161 0.365
H 1.24949 2.05505 -0.17028 2.3298 1.1187 1.1992 0.499
H 0.36191 1.79070 -1.41557 -0.7189 0.0448 -3.3403 0.540
H -0.45152 2.23109 0.04417 1.3480 -1.0225 -0.4241 0.262
H -0.59768 -2.34591 -0.61261 -0.6478 0.4723 0.8326 0.202
H -2.15555 -1.99263 0.08024 -1.7481 -0.3200 0.0251 0.141
H -1.81289 1.44555 0.50523 -0.6542 0.1329 0.3712 0.362
```
Positions in Å, forces in eV/Å.

---

This record from the OMol25 dataset describes C5H12MnO3 as an isolated structure. The level of theory is ωB97M-V/def2-TZVPD.

Calculated values
- HOMO (alpha / beta): -12.0 / -12.5 eV
- Energy above the lowest of the compared OMol25 structures with the same formula, charge and spin: 10.7 kJ/mol
- Kohn-Sham gap (alpha / beta): 7.54 / 7.67 eV
- Total charge: +1
- DFT total energy: -42831.8275 eV
- 2S+1: 7

Geometry as XYZ:
```
21
Properties=species:S:1:pos:R:3:forces:R:3:mulliken_spin:R:1
C 1.89621 -2.86805 -0.49752 -0.4567 0.2468 0.1674 -0.003
C 2.17873 -1.41793 -0.61792 1.4630 0.3808 1.1212 0.050
O 2.69885 -0.74899 0.35902 -0.9811 -1.5667 -1.3488 -0.205
Mn 4.34216 0.27119 0.50735 1.0530 0.6952 0.2704 6.126
H 2.08396 -3.23462 0.51777 -0.0732 0.1815 -0.2610 0.000
H 2.52915 -3.39667 -1.22714 -0.1391 0.1711 0.1282 0.002
H 0.85124 -3.06162 -0.77147 0.1936 -0.0118 -0.0292 -0.001
H 2.36181 -0.98785 -1.61546 -0.8438 -0.0354 0.1336 0.018
O 0.20239 -0.40355 -0.00408 4.1414 0.5127 2.7795 0.002
H 1.04359 -0.07428 0.70311 -4.2690 -1.1406 -2.8128 0.010
C -3.30000 1.55067 1.13953 -0.3305 0.3713 0.2604 0.000
O -2.34913 0.81648 0.41105 0.4138 -0.2862 -0.3230 0.000
C -1.21352 1.56570 0.06627 -0.2925 0.3280 0.1620 0.000
C -0.26123 0.71493 -0.74064 -0.0963 0.4679 -0.2250 -0.004
H -4.14375 0.88539 1.35739 0.2852 0.1713 -0.0824 0.000
H -2.87616 1.91982 2.08960 -0.1134 -0.0943 -0.2071 0.000
H -3.66519 2.41620 0.55971 0.0737 -0.2098 0.1453 0.000
H -0.70874 1.94032 0.97712 -0.0444 -0.0508 -0.1314 0.001
H -1.49803 2.44677 -0.53921 0.1140 -0.1467 0.1137 0.000
H 0.60193 1.33235 -1.03874 -0.2961 0.0060 -0.1650 0.004
H -0.77428 0.33375 -1.63575 0.1983 0.0098 0.3040 0.000
```
Positions in Å, forces in eV/Å.

---

This record from the OMol25 dataset describes a 2-piece molecular cluster, C5H12N overall. The level of theory is ωB97M-V/def2-TZVPD.

Calculated values
- HOMO: -14.9 eV
- Energy above the lowest of the compared OMol25 structures with the same formula, charge and spin: 276.3 kJ/mol
- Kohn-Sham gap: 9.80 eV
- Total charge: +1
- DFT total energy: -6860.6953 eV
- 2S+1: 1

Geometry as XYZ:
```
18
Properties=species:S:1:pos:R:3:forces:R:3:mulliken_charge:R:1
C -2.25073 0.29601 0.00494 2.9175 0.8547 1.9144 -0.628
C -1.18350 -0.09558 -0.73299 -1.9761 -0.2047 1.7359 -0.474
C 0.19471 -0.77814 1.27501 -1.2067 0.0923 3.7003 -1.073
C 1.14979 -0.91138 -1.00415 2.9408 0.6200 -2.1324 -1.370
C 0.10827 -0.43023 -0.13643 0.3083 2.7444 0.3583 1.308
N 0.91174 1.49017 0.03672 -0.6895 -0.1677 -0.4662 -0.637
H -3.28064 0.47302 -0.23050 -0.1428 -0.0606 -0.5851 0.371
H -1.88750 0.63583 1.03295 -1.4485 -0.6023 -1.1486 0.153
H -1.34325 -0.28184 -1.74260 0.1665 -0.4916 -1.8101 0.412
H -0.61999 -0.22124 1.81626 0.9498 -0.2883 -0.3433 0.284
H 1.11011 -0.62356 1.96892 -1.0620 -0.4115 -2.0397 0.324
H -0.22745 -1.78925 1.44637 0.6360 0.0731 -0.4030 0.367
H 1.18184 -1.95040 -0.76439 0.7601 -1.0331 0.0993 0.364
H 2.19147 -0.36845 -0.82062 -2.1036 -1.8439 -0.1031 0.368
H 0.97966 -0.87458 -2.11383 -0.2099 0.3146 1.0842 0.348
H 0.07916 2.06283 -0.06988 0.1615 0.0777 -0.7020 0.323
H 1.51530 1.45071 -0.79947 -0.5822 0.7795 0.7006 0.295
H 1.37100 1.91609 0.83371 0.5808 -0.4524 0.1403 0.266
```
Positions in Å, forces in eV/Å.

---

Q: Which value of DFT total energy does entry 1 give?
A: -17680.4148 eV

---

Please write out number 6 again, unchanged.
This record from the OMol25 dataset describes a 2-piece molecular cluster, C5H12N overall. The level of theory is ωB97M-V/def2-TZVPD.

Calculated values
- HOMO: -14.9 eV
- Energy above the lowest of the compared OMol25 structures with the same formula, charge and spin: 276.3 kJ/mol
- Kohn-Sham gap: 9.80 eV
- Total charge: +1
- DFT total energy: -6860.6953 eV
- 2S+1: 1

Geometry as XYZ:
```
18
Properties=species:S:1:pos:R:3:forces:R:3:mulliken_charge:R:1
C -2.25073 0.29601 0.00494 2.9175 0.8547 1.9144 -0.628
C -1.18350 -0.09558 -0.73299 -1.9761 -0.2047 1.7359 -0.474
C 0.19471 -0.77814 1.27501 -1.2067 0.0923 3.7003 -1.073
C 1.14979 -0.91138 -1.00415 2.9408 0.6200 -2.1324 -1.370
C 0.10827 -0.43023 -0.13643 0.3083 2.7444 0.3583 1.308
N 0.91174 1.49017 0.03672 -0.6895 -0.1677 -0.4662 -0.637
H -3.28064 0.47302 -0.23050 -0.1428 -0.0606 -0.5851 0.371
H -1.88750 0.63583 1.03295 -1.4485 -0.6023 -1.1486 0.153
H -1.34325 -0.28184 -1.74260 0.1665 -0.4916 -1.8101 0.412
H -0.61999 -0.22124 1.81626 0.9498 -0.2883 -0.3433 0.284
H 1.11011 -0.62356 1.96892 -1.0620 -0.4115 -2.0397 0.324
H -0.22745 -1.78925 1.44637 0.6360 0.0731 -0.4030 0.367
H 1.18184 -1.95040 -0.76439 0.7601 -1.0331 0.0993 0.364
H 2.19147 -0.36845 -0.82062 -2.1036 -1.8439 -0.1031 0.368
H 0.97966 -0.87458 -2.11383 -0.2099 0.3146 1.0842 0.348
H 0.07916 2.06283 -0.06988 0.1615 0.0777 -0.7020 0.323
H 1.51530 1.45071 -0.79947 -0.5822 0.7795 0.7006 0.295
H 1.37100 1.91609 0.83371 0.5808 -0.4524 0.1403 0.266
```
Positions in Å, forces in eV/Å.